{
  "formula": "C5H3NO",
  "method": "ωB97M-V/def2-TZVPD",
  "e_tot_ha": -322.204094,
  "total_charge": 0,
  "homo_lumo_gap_ha": 0.351,
  "smiles": "N#Cc1ccco1",
  "homo_ha": -0.3487,
  "de_lowest_kj_mol": 230.3,
  "elements": ["N", "C", "C", "C", "C", "C", "O", "H", "H", "H"],
  "coordinates": [[-0.905, -2.930, -1.189], [-0.673, -1.909, -0.694], [-0.373, -0.634, -0.160], [-0.242, 0.567, -0.757], [0.369, 1.456, 0.187], [0.419, 0.715, 1.354], [-0.038, -0.534, 1.158], [-0.447, 0.866, -1.775], [1.218, 1.485, -0.516], [0.671, 0.918, 2.391]],
  "nbo_charge": [-0.270, 0.236, 0.108, -0.185, -0.457, 0.188, -0.362, 0.241, 0.284, 0.215]
}

---

{
  "formula": "C10H10O",
  "method": "ωB97M-V/def2-TZVPD",
  "e_tot_ha": -462.106303,
  "total_charge": 0,
  "homo_lumo_gap_ha": [0.299, 0.299],
  "homo_ha": [-0.2925, -0.2924],
  "de_lowest_kj_mol": 532.1,
  "elements": ["C", "C", "C", "C", "C", "C", "C", "C", "C", "C", "O", "H", "H", "H", "H", "H", "H", "H", "H", "H", "H"],
  "coordinates": [[0.848, 3.224, -0.012], [1.704, 2.330, -0.634], [-0.178, 2.775, 0.803], [1.513, 0.964, -0.463], [-0.388, 1.409, 0.972], [0.479, 0.564, 0.340], [-2.518, -1.526, 0.621], [-1.589, -1.414, -0.337], [0.890, -2.486, -0.578], [-0.215, -1.684, -0.112], [0.375, -2.561, 0.750], [0.970, 4.284, -0.183], [2.495, 2.682, -1.281], [-0.842, 3.482, 1.279], [2.153, 0.256, -0.968], [-1.214, 1.038, 1.561], [-3.542, -1.251, 0.451], [-2.261, -1.916, 1.592], [-1.831, -1.003, -1.307], [0.710, -3.369, -1.185], [1.882, -2.057, -0.659]],
  "nbo_charge": [-0.181, -0.221, -0.216, -0.304, -0.306, 0.050, -0.358, -0.280, -0.129, 0.341, -0.466, 0.204, 0.210, 0.210, 0.209, 0.223, 0.204, 0.202, 0.227, 0.187, 0.192]
}

---

{
  "formula": "C20H12BaCl5N3O4",
  "method": "ωB97M-V/def2-TZVPD",
  "e_tot_ha": -3561.078034,
  "total_charge": 0,
  "homo_lumo_gap_ha": 0.221,
  "homo_ha": -0.2489,
  "de_lowest_kj_mol": 37.3,
  "elements": ["Ba", "O", "C", "O", "C", "C", "Cl", "N", "N", "C", "C", "O", "O", "C", "C", "C", "C", "C", "C", "H", "H", "H", "H", "H", "H", "Cl", "C", "Cl", "Cl", "C", "N", "Cl", "C", "C", "C", "C", "C", "C", "C", "H", "H", "H", "H", "H", "H"],
  "coordinates": [[-0.946, 0.858, 2.004], [-5.326, -1.317, -1.621], [-4.181, -1.445, -2.259], [-4.016, -2.252, -3.140], [-3.070, -0.524, -1.854], [-1.881, -0.372, -2.544], [-1.340, -1.205, -3.920], [-1.123, 0.543, -1.895], [-1.745, 0.955, -0.771], [-2.921, 0.343, -0.745], [-3.863, 0.672, 0.400], [-5.058, 0.401, 0.266], [-3.315, 1.219, 1.402], [0.115, 1.142, -2.272], [0.404, 1.398, -3.605], [1.618, 1.975, -3.944], [2.535, 2.318, -2.965], [2.223, 2.095, -1.632], [1.016, 1.512, -1.287], [-5.295, -0.607, -0.909], [-0.313, 1.160, -4.375], [1.838, 2.165, -4.986], [3.484, 2.761, -3.235], [2.927, 2.365, -0.855], [0.781, 1.375, -0.241], [4.179, 1.755, 5.056], [2.895, 0.994, 6.004], [3.290, -0.691, 6.344], [2.609, 1.890, 7.497], [1.665, 1.023, 5.203], [0.714, 1.043, 4.566], [3.389, -1.308, -1.799], [2.167, -1.463, -0.568], [0.904, -1.951, -0.901], [-0.070, -2.088, 0.063], [0.168, -1.782, 1.434], [-0.849, -1.862, 2.423], [1.440, -1.207, 1.704], [2.430, -1.087, 0.732], [0.695, -2.230, -1.927], [-1.036, -2.494, -0.218], [-0.514, -1.943, 3.456], [-1.724, -2.458, 2.184], [1.695, -0.975, 2.736], [3.409, -0.704, 0.993]],
  "mulliken_charge": [1.776, -0.560, 0.470, -0.605, -0.058, -0.011, -0.092, 0.754, -0.949, 0.387, 0.855, -0.784, -0.776, 0.785, -0.621, -0.778, -0.483, -0.557, 0.288, 0.479, 0.491, 0.391, 0.404, 0.356, -0.459, -0.085, 0.710, -0.073, -0.086, -0.296, -0.157, -0.232, 0.275, -0.803, 0.284, -0.581, -1.364, 0.276, -0.966, 0.488, 0.438, 0.286, 0.236, 0.476, 0.474]
}

---

{
  "formula": "C27H34N6O3Pd",
  "method": "ωB97M-V/def2-TZVPD",
  "e_tot_ha": -1730.840000,
  "total_charge": 2,
  "homo_lumo_gap_ha": [0.185, 0.190],
  "homo_ha": [-0.4839, -0.4841],
  "de_lowest_kj_mol": 88.4,
  "elements": ["Pd", "C", "O", "C", "O", "N", "N", "H", "H", "H", "H", "H", "H", "N", "C", "O", "C", "C", "H", "H", "H", "H", "H", "H", "C", "C", "C", "C", "C", "C", "C", "N", "C", "N", "C", "C", "C", "C", "C", "C", "C", "N", "C", "C", "C", "C", "C", "C", "C", "H", "H", "H", "H", "H", "H", "H", "H", "H", "H", "H", "H", "H", "H", "H", "H", "H", "H", "H", "H", "H", "H"],
  "coordinates": [[-0.659, 1.837, -0.420], [2.840, 2.807, 3.925], [1.611, 2.237, 3.444], [1.284, 2.260, 2.163], [0.214, 1.775, 1.813], [2.167, 2.808, 1.296], [1.819, 2.916, -0.052], [2.809, 2.682, 5.001], [2.899, 3.872, 3.697], [3.702, 2.273, 3.523], [3.030, 3.210, 1.623], [2.550, 2.507, -0.625], [1.701, 3.890, -0.310], [-1.017, 6.053, 0.008], [-1.166, 4.735, 0.003], [-0.631, 4.021, -0.863], [-1.956, 4.101, 1.104], [-2.361, 2.701, 0.753], [-0.511, 6.504, -0.740], [-1.469, 6.641, 0.689], [-2.849, 4.704, 1.300], [-1.346, 4.106, 2.010], [-3.168, 2.627, 0.034], [-2.446, 2.022, 1.593], [2.018, -4.470, 1.298], [0.932, -4.784, 0.302], [0.656, -6.090, -0.081], [-0.340, -6.382, -0.999], [-1.078, -5.353, -1.559], [-0.825, -4.040, -1.192], [0.164, -3.760, -0.254], [0.500, -2.421, 0.136], [-0.209, -1.292, -0.063], [-1.549, -1.420, 0.004], [-2.474, -0.553, -0.548], [-2.108, 0.591, -1.244], [-3.020, 1.285, -2.024], [-4.346, 0.903, -2.001], [-4.745, -0.172, -1.211], [-3.835, -0.909, -0.472], [-4.263, -2.102, 0.342], [0.333, -0.129, -0.300], [1.740, -0.010, -0.446], [2.581, -0.286, 0.630], [3.957, -0.305, 0.456], [4.493, -0.028, -0.793], [3.655, 0.329, -1.844], [2.272, 0.349, -1.694], [1.373, 0.739, -2.837], [2.414, -5.385, 1.732], [1.644, -3.838, 2.106], [2.856, -3.952, 0.817], [1.234, -6.898, 0.351], [-0.532, -7.406, -1.287], [-1.837, -5.567, -2.299], [-1.357, -3.237, -1.686], [1.479, -2.279, 0.335], [-1.897, -2.289, 0.382], [-2.713, 2.126, -2.635], [-5.073, 1.461, -2.575], [-5.788, -0.461, -1.206], [-5.345, -2.104, 0.448], [-3.830, -2.083, 1.343], [-3.983, -3.041, -0.144], [2.143, -0.471, 1.606], [4.603, -0.547, 1.290], [5.562, -0.093, -0.950], [4.086, 0.580, -2.806], [1.950, 1.167, -3.654], [0.622, 1.469, -2.522], [0.836, -0.131, -3.220]],
  "mulliken_charge": [0.562, -0.922, -0.351, 0.517, -0.420, -0.158, -0.524, 0.258, 0.380, 0.358, 0.250, 0.246, 0.399, -0.384, 0.738, -0.674, -0.891, -0.793, 0.283, 0.207, 0.529, 0.355, 0.605, 0.460, -1.503, 0.848, -0.707, -0.744, -0.956, -0.256, 0.190, 0.062, -0.450, 0.108, 1.054, -0.806, -0.714, -0.686, -0.709, 1.016, -1.719, 1.073, -0.300, 0.444, -1.481, -0.926, -0.720, 0.447, -1.056, 0.438, 0.336, 0.317, 0.403, 0.416, 0.426, 0.606, 0.210, 0.379, 0.498, 0.450, 0.446, 0.428, 0.420, 0.356, 0.920, 0.601, 0.471, 0.455, 0.508, 0.024, 0.351]
}

---

{
  "formula": "C5H8N",
  "method": "ωB97M-V/def2-TZVPD",
  "e_tot_ha": -249.559619,
  "total_charge": 1,
  "homo_lumo_gap_ha": 0.323,
  "homo_ha": -0.5421,
  "de_lowest_kj_mol": 697.1,
  "elements": ["C", "C", "C", "C", "C", "N", "H", "H", "H", "H", "H", "H", "H", "H"],
  "coordinates": [[-3.040, 0.553, 1.914], [-1.878, 0.378, 1.520], [-1.104, 0.044, 0.506], [-0.827, -1.722, 0.008], [1.171, 0.972, 0.112], [-0.306, 1.015, -0.159], [-1.488, -1.718, -0.773], [-1.271, -2.230, 0.827], [0.247, -1.731, -0.305], [1.346, 0.968, 1.194], [1.595, 0.154, -0.334], [1.515, 1.964, -0.183], [-0.229, 0.994, -1.222], [-0.653, 1.981, 0.041]],
  "nbo_charge": [0.298, -0.503, 0.332, -0.522, -0.404, -0.571, 0.224, 0.260, 0.227, 0.250, 0.232, 0.249, 0.464, 0.463]
}

---

{
  "formula": "C22H17BaF5N4O5",
  "method": "ωB97M-V/def2-TZVPD",
  "e_tot_ha": -1968.693735,
  "total_charge": -2,
  "homo_lumo_gap_ha": 0.216,
  "homo_ha": -0.0599,
  "de_lowest_kj_mol": 0.0,
  "elements": ["Ba", "C", "C", "C", "C", "C", "H", "H", "H", "H", "H", "O", "C", "C", "O", "C", "C", "O", "C", "O", "O", "C", "N", "C", "N", "C", "N", "C", "N", "C", "C", "H", "H", "H", "H", "H", "H", "H", "H", "H", "H", "H", "H", "F", "C", "C", "C", "F", "C", "F", "C", "F", "C", "F"],
  "coordinates": [[0.240, -1.747, 0.267], [-2.749, -2.440, 0.665], [-2.091, -3.665, 0.452], [-1.278, -3.910, 1.581], [-1.444, -2.849, 2.498], [-2.348, -1.936, 1.920], [-3.446, -1.961, -0.011], [-2.174, -4.289, -0.426], [-0.636, -4.772, 1.722], [-0.931, -2.737, 3.441], [-2.710, -1.021, 2.373], [5.836, 0.722, 3.134], [4.848, 0.191, 2.664], [3.422, 0.419, 3.092], [3.039, 1.238, 3.923], [2.602, -0.471, 2.275], [3.410, -1.116, 1.283], [2.917, -1.842, 0.369], [4.825, -0.787, 1.511], [5.802, -1.190, 0.897], [1.343, -0.618, 2.359], [-0.702, 1.597, 1.893], [-0.783, 3.062, 1.973], [-1.837, 3.514, 1.067], [-1.607, 3.109, -0.322], [-1.506, 1.643, -0.358], [-0.436, 1.149, 0.516], [0.838, 1.746, 0.077], [0.791, 3.210, 0.118], [0.495, 3.606, 1.501], [-0.310, 3.653, -0.737], [-1.656, 1.174, 2.218], [0.096, 1.224, 2.536], [-1.896, 4.606, 1.108], [-2.791, 3.097, 1.401], [-1.313, 1.323, -1.382], [-2.453, 1.211, -0.025], [1.044, 1.426, -0.948], [1.632, 1.389, 0.735], [0.455, 4.698, 1.551], [1.292, 3.246, 2.153], [-0.111, 3.335, -1.763], [-0.362, 4.745, -0.706], [0.207, -3.772, -2.291], [-0.212, -2.845, -3.223], [-0.388, -1.545, -2.837], [-0.812, -0.721, -3.842], [-1.029, 0.619, -3.615], [-1.052, -1.125, -5.147], [-1.470, -0.273, -6.109], [-0.855, -2.455, -5.474], [-1.079, -2.887, -6.732], [-0.427, -3.339, -4.498], [-0.239, -4.635, -4.824]],
  "nbo_charge": [1.814, -0.386, -0.393, -0.417, -0.382, -0.391, 0.202, 0.209, 0.203, 0.217, 0.198, -0.584, 0.360, 0.335, -0.635, 0.235, 0.266, -0.806, 0.341, -0.606, -0.833, -0.102, -0.471, -0.075, -0.476, -0.095, -0.519, -0.100, -0.468, -0.085, -0.078, 0.191, 0.263, 0.179, 0.188, 0.226, 0.195, 0.202, 0.228, 0.177, 0.226, 0.200, 0.180, -0.372, 0.323, -0.548, 0.329, -0.373, 0.211, -0.324, 0.243, -0.319, 0.215, -0.320]
}

---

{
  "formula": "C8H14N2O5",
  "method": "ωB97M-V/def2-TZVPD",
  "e_tot_ha": -798.911137,
  "total_charge": 0,
  "homo_lumo_gap_ha": 0.370,
  "smiles": "C[C@H](N)C(=O)N[C@@H](CCC(=O)O)C(=O)O",
  "homo_ha": -0.3553,
  "de_lowest_kj_mol": 301.1,
  "elements": ["C", "C", "N", "C", "O", "N", "C", "C", "C", "C", "O", "O", "C", "O", "O", "H", "H", "H", "H", "H", "H", "H", "H", "H", "H", "H", "H", "H", "H"],
  "coordinates": [[1.129, -2.298, 1.994], [0.966, -0.898, 1.367], [0.924, 0.063, 2.472], [-0.441, -0.890, 0.711], [-1.175, -1.855, 0.438], [-1.004, 0.478, 0.634], [-0.210, 1.380, -0.136], [-0.608, 1.299, -1.788], [0.136, 0.320, -2.651], [-0.577, -1.017, -2.735], [-0.045, -2.064, -2.904], [-1.877, -0.864, -2.478], [-0.402, 2.841, 0.427], [-1.006, 3.848, 0.102], [0.517, 2.810, 1.520], [0.421, -2.341, 2.811], [2.114, -2.560, 2.436], [0.841, -3.169, 1.291], [1.774, -0.597, 0.569], [0.072, -0.151, 3.022], [1.535, -0.202, 3.277], [-1.847, 0.295, 0.194], [0.919, 1.187, -0.015], [-1.664, 1.294, -1.675], [-0.403, 2.409, -2.049], [-0.043, 0.632, -3.650], [1.239, 0.066, -2.510], [-2.147, -1.852, -2.472], [0.862, 1.834, 1.797]],
  "nbo_charge": [-0.631, -0.169, -0.840, 0.695, -0.562, -0.645, -0.141, -0.419, -0.542, 0.795, -0.594, -0.685, 0.796, -0.550, -0.767, 0.206, 0.221, 0.247, 0.229, 0.374, 0.382, 0.388, 0.218, 0.233, 0.232, 0.250, 0.248, 0.507, 0.525]
}